No. 1
Computed, not measured: 2 unconnected molecules or ions with the total composition C8H10ClN2O, with the ωB97M-V functional and the def2-TZVPD basis.

Calculated values
**HOMO level**: -12.9 eV
**Net charge**: +1
**Energy above the lowest of the compared OMol25 structures with the same formula, charge and spin**: 0.0 kcal per mole
**LUMO**: -3.259 eV

XYZ file:
```
22
Properties=species:S:1:pos:R:3:forces:R:3
C -3.680 0.187 -0.276 0.02 -0.01 0.02
C -3.067 1.406 -0.526 0.01 -0.07 0.07
C -2.962 -0.842 0.310 -0.04 0.04 -0.09
C -1.735 1.593 -0.202 0.19 -0.14 0.01
C -1.629 -0.665 0.637 0.15 0.12 0.08
C -1.012 0.551 0.368 -0.70 -0.17 -0.26
C 1.360 -0.043 0.495 0.16 0.18 0.03
C 4.320 -0.229 -0.083 -0.33 0.36 0.61
N 1.284 -1.210 -0.095 -0.26 0.03 -0.05
N 0.354 0.769 0.701 0.03 0.35 0.22
O 4.398 -1.117 -0.997 0.37 -0.57 -0.74
Cl 5.774 0.609 0.233 0.38 -0.04 -0.19
H -4.719 0.046 -0.527 -0.11 -0.02 -0.03
H -3.627 2.213 -0.971 -0.05 0.09 -0.05
H -3.440 -1.785 0.523 -0.06 -0.09 0.04
H -1.257 2.540 -0.402 0.09 0.13 -0.02
H -1.094 -1.453 1.146 0.07 -0.10 0.08
H 2.365 0.267 0.786 -0.24 -0.02 -0.02
H 2.138 -1.719 -0.274 -0.03 0.06 0.02
H 0.412 -1.551 -0.481 0.15 -0.03 0.04
H 0.554 1.684 1.091 0.21 -0.29 0.00
H 5.261 -1.251 -1.454 -0.02 0.18 0.22
```
Positions in Å, forces in eV/Å.

Mulliken atomic charge list, values in e, 8 entries:
1. C -0.48
2. C -0.53
3. C -0.61
4. C -0.51
5. C -0.31
6. C 0.41
7. C 0.12
8. C -0.05

=====

No. 2
Computed, not measured: a molecular structure, C8H10ClNZn, with the ωB97M-V functional and the def2-TZVPD basis.

Calculated values
**HOMO level (alpha / beta)**: 1.4 / 1.4 eV
**Net charge**: -2
**LUMO (alpha / beta)**: 5.417 / 5.423 eV

XYZ file:
```
21
Properties=species:S:1:pos:R:3:forces:R:3
C 0.931 -1.301 -1.842 -0.66 -0.91 0.37
C -0.471 -1.259 -2.115 0.71 -0.53 0.48
C -1.150 -1.947 -1.068 0.61 0.06 0.10
C -0.170 -2.411 -0.132 0.28 0.25 -0.95
C 1.118 -2.024 -0.613 -0.82 -0.01 -0.88
Zn 0.112 0.730 0.629 2.24 -0.73 -1.45
C -1.624 1.630 -0.878 -0.29 0.69 -0.49
C -0.394 1.886 -1.369 -0.45 1.49 -0.75
C 0.440 2.506 -2.197 0.54 -0.40 0.20
N 1.848 0.834 -0.185 -0.74 0.92 1.01
H -2.229 -2.085 -0.991 0.15 0.08 0.07
H -0.927 -0.745 -2.958 -0.02 -0.05 0.08
H -0.372 -2.945 0.794 0.01 0.14 -0.13
H 2.076 -2.205 -0.124 -0.35 0.20 -0.08
H 1.712 -0.841 -2.453 -0.29 -0.05 0.40
H -2.370 1.064 -1.446 0.60 -0.30 0.37
H 2.362 1.453 0.476 0.08 0.08 -0.12
H -2.021 2.195 -0.021 0.39 -0.30 -0.23
H 0.123 3.271 -2.930 -0.46 -0.43 0.46
H 1.513 2.296 -2.189 -0.55 -0.16 0.25
Cl -0.971 -0.060 2.277 -0.98 -0.04 1.29
```
Positions in Å, forces in eV/Å.

Mulliken atomic charge list, values in e, 8 entries:
1. C -0.37
2. C -0.66
3. C -0.62
4. C -0.73
5. C -0.27
6. Zn 0.09
7. C -0.87
8. C 0.37

=====

No. 3
Computed, not measured: a molecular structure, C8H10CoO4S, with the ωB97M-V functional and the def2-TZVPD basis.

Calculated values
**HOMO level (alpha / beta)**: -18.5 / -22.4 eV
**2S+1**: 5
**Net charge**: +3
**Energy above the lowest of the compared OMol25 structures with the same formula, charge and spin**: 0.8 kcal per mole
**LUMO (alpha / beta)**: -11.093 / -18.660 eV

XYZ file:
```
24
Properties=species:S:1:pos:R:3:forces:R:3
Co 0.251 0.016 -1.120 -0.01 -0.01 0.17
O 0.340 2.812 -0.429 -0.15 -3.67 -1.02
C 0.300 1.691 -0.710 0.28 6.77 1.88
C 0.197 -1.696 -1.358 -0.05 -7.07 -0.70
O 0.184 -2.840 -1.527 0.00 3.93 0.47
C 1.983 -0.018 -1.124 7.04 -0.28 -0.36
O 3.138 -0.057 -1.132 -3.93 0.16 0.15
C -1.475 0.097 -1.154 -6.95 0.28 -0.41
O -2.629 0.150 -1.170 3.80 -0.18 0.17
C 0.215 0.843 -4.441 -0.32 -6.83 -0.35
H -0.690 1.460 -4.428 -0.68 1.37 -0.14
H 1.175 1.370 -4.397 0.80 1.30 -0.13
C 0.151 -0.488 -4.513 0.34 6.84 0.32
H 1.055 -1.107 -4.541 0.69 -1.34 -0.28
H -0.807 -1.015 -4.573 -0.83 -1.28 -0.30
C 0.433 -1.193 4.341 0.14 -0.07 -0.07
S 0.582 0.561 3.988 -0.93 -0.70 0.29
C -1.162 0.939 3.796 -0.02 0.26 -0.51
H 1.082 -1.727 3.638 0.10 0.04 0.24
H -0.601 -1.538 4.241 0.27 0.19 0.11
H 0.798 -1.362 5.361 0.10 -0.03 -0.05
H -1.532 1.392 4.725 0.07 -0.02 -0.04
H -1.249 1.670 2.984 -0.01 0.11 0.33
H -1.740 0.042 3.543 0.25 0.22 0.24
```
Positions in Å, forces in eV/Å.

Mulliken atomic charge list, values in e, 8 entries:
1. Co 0.91
2. O -0.14
3. C 0.06
4. C 0.02
5. O -0.13
6. C 0.31
7. O -0.13
8. C 0.27

=====

Which E belongs to each record? In order, -955.50187 -2604.89618 -2391.27803 Eh.